Record 1
Density functional theory data (ωB97M-V/def2-TZVPD) for a structure of composition C28H30CdF3N3O5PS4.

Geometry (Å):
Cd1 -0.140 -0.137 0.254
C1 4.247 3.193 1.845
C2 2.951 3.561 1.154
O1 3.036 3.351 -0.259
P1 2.445 1.989 -0.910
S1 3.326 0.380 -0.281
S2 0.448 2.166 -0.753
O2 2.869 2.276 -2.440
C3 2.370 3.429 -3.118
C4 3.529 4.340 -3.468
H1 4.172 3.420 2.911
H2 5.081 3.759 1.420
H3 4.450 2.130 1.720
H4 2.739 4.624 1.281
H5 2.110 2.996 1.564
H6 1.637 3.952 -2.502
H7 1.857 3.077 -4.015
H8 4.001 4.706 -2.555
H9 3.180 5.192 -4.058
H10 4.276 3.794 -4.047
C5 -3.646 3.732 1.608
N1 -3.755 2.293 1.520
C6 -3.967 1.460 2.607
C7 -3.863 0.201 2.161
N2 -3.577 0.264 0.807
C8 -3.531 1.567 0.385
S3 -3.365 2.181 -1.177
C9 -3.267 -0.915 0.034
C10 -4.151 -1.963 0.098
C11 -3.682 -3.206 -0.475
C12 -2.551 -3.249 -1.189
C13 -1.791 -1.980 -1.521
N3 -2.103 -0.879 -0.581
H11 -4.582 4.166 1.967
H12 -3.433 4.106 0.610
H13 -2.828 3.991 2.281
H14 -4.101 1.843 3.603
H15 -3.888 -0.741 2.676
H16 -5.103 -1.869 0.601
H17 -4.249 -4.116 -0.304
H18 -2.199 -4.175 -1.632
H19 -2.107 -1.680 -2.527
C14 0.073 -5.223 2.744
C15 0.599 -3.963 3.013
C16 0.710 -3.019 2.003
C17 0.313 -3.294 0.689
C18 -0.191 -4.572 0.435
C19 -0.318 -5.519 1.444
C20 0.517 -2.281 -0.384
C21 -0.267 -2.147 -1.594
C22 0.412 -1.765 -2.817
C23 -0.134 -0.856 -3.757
C24 0.568 -0.471 -4.887
C25 1.844 -0.966 -5.145
C26 2.407 -1.852 -4.230
C27 1.713 -2.238 -3.098
H20 -0.033 -5.957 3.535
H21 0.905 -3.704 4.020
H22 1.093 -2.030 2.232
H23 -0.473 -4.821 -0.581
H24 -0.725 -6.498 1.212
H25 1.575 -2.051 -0.512
H26 -1.092 -0.395 -3.558
H27 0.125 0.254 -5.561
H28 2.395 -0.648 -6.022
H29 3.407 -2.237 -4.396
H30 2.168 -2.934 -2.403
F1 -1.109 0.470 5.519
C28 0.058 0.516 4.856
F2 0.854 1.382 5.500
F3 0.620 -0.694 4.946
S4 -0.181 1.028 3.118
O3 -0.891 2.277 3.223
O4 1.169 1.074 2.601
O5 -0.952 -0.091 2.559

Results
Kohn-Sham gap (spin up / spin down)	4.7285 / 5.6906	eV
multiplicity	2
expectation value of S²	0.770
relative energy (zero: lowest compared OMol25 entry of this formula, charge and spin)	0.0	kJ/mol
E_LUMO (spin up / spin down)	4.53 / 4.53	eV
net charge	-2

Record 2
Density functional theory data (ωB97M-V/def2-TZVPD) for a structure of composition C28H30Cl2MoN3O5S in a non-equilibrium geometry.

Geometry (Å):
Mo1 0.276 -0.485 -0.224
Cl1 -3.468 5.761 -0.878
C1 -2.689 4.245 -1.003
C2 -2.837 3.478 -2.166
C3 -2.201 2.259 -2.289
Cl2 -2.429 1.337 -3.718
C4 -1.379 1.744 -1.274
O1 -0.716 0.602 -1.443
C5 -1.291 2.507 -0.071
C6 -0.637 2.007 1.068
O2 -0.096 0.874 1.186
C7 -1.932 3.760 0.031
H1 -3.454 3.843 -2.976
H2 -0.600 2.637 1.959
H3 -1.841 4.339 0.941
C8 -2.381 -4.398 -3.826
N1 -2.449 -3.746 -2.526
N2 -1.539 -2.838 -2.065
C9 -1.864 -2.543 -0.764
O3 -1.154 -1.698 -0.065
C10 -2.990 -3.266 -0.429
C11 -3.333 -4.013 -1.553
C12 -4.449 -4.965 -1.747
C13 -0.529 -2.209 -2.836
C14 -0.778 -1.758 -4.119
C15 0.238 -1.151 -4.846
C16 1.495 -0.967 -4.288
C17 1.742 -1.409 -3.002
C18 0.733 -2.020 -2.252
H4 -1.390 -4.294 -4.254
H5 -3.118 -3.975 -4.510
H6 -2.595 -5.457 -3.703
H7 -3.505 -3.265 0.516
H8 -5.134 -4.919 -0.905
H9 -4.082 -5.991 -1.828
H10 -5.003 -4.741 -2.659
H11 -1.761 -1.861 -4.557
H12 0.041 -0.822 -5.858
H13 2.284 -0.513 -4.872
H14 2.741 -1.332 -2.593
H15 1.000 -2.622 -1.378
C19 5.394 1.285 -0.904
N3 4.194 0.496 -0.625
C20 4.412 -0.927 -0.394
C21 3.016 1.047 -0.660
O4 1.914 0.441 -0.485
H16 5.762 1.059 -1.905
H17 6.174 1.028 -0.190
H18 5.188 2.350 -0.832
H19 4.945 -1.359 -1.242
H20 3.474 -1.450 -0.243
H21 5.040 -1.059 0.488
H22 2.995 2.115 -0.869
C22 0.738 -2.490 3.656
S1 1.972 -1.729 2.605
O5 1.264 -1.595 1.226
C23 2.147 -0.116 3.359
C24 1.137 0.551 4.041
C25 1.424 1.762 4.650
C26 2.707 2.296 4.588
C27 3.716 1.617 3.919
C28 3.438 0.404 3.308
H23 -0.190 -1.925 3.623
H24 1.149 -2.521 4.665
H25 0.585 -3.504 3.293
H26 0.139 0.142 4.128
H27 0.650 2.278 5.204
H28 2.929 3.228 5.092
H29 4.721 2.016 3.898
H30 4.230 -0.160 2.828

Results
Kohn-Sham gap (spin up / spin down)	6.5699 / 6.7031	eV
multiplicity	3
expectation value of S²	2.014
relative energy (zero: lowest compared OMol25 entry of this formula, charge and spin)	48.6	kJ/mol
E_LUMO (spin up / spin down)	-9.56 / -9.46	eV
net charge	+3

Record 3
Density functional theory data (ωB97M-V/def2-TZVPD) for a structure of composition C28H30GdNO in a non-equilibrium geometry.

Geometry (Å):
C1 2.197 0.106 0.695
C2 2.190 -0.640 -0.516
C3 1.874 0.245 -1.581
H1 2.474 -1.685 -0.635
C4 1.684 1.550 -1.025
C5 1.888 1.460 0.379
H2 1.546 2.466 -1.601
C6 -1.440 -1.981 1.238
C7 -0.186 -2.432 0.724
C8 -0.274 -2.430 -0.704
H3 0.663 -2.792 1.307
C9 -1.578 -1.985 -1.067
C10 -2.301 -1.707 0.142
H4 1.917 0.013 -2.644
H5 1.834 2.288 1.084
H6 2.457 -0.275 1.680
H7 -3.330 -1.344 0.187
H8 0.506 -2.723 -1.411
H9 -1.704 -1.870 2.292
Gd1 -0.314 0.079 -0.016
C11 -1.984 -1.475 -2.437
C12 -3.503 -1.568 -2.617
C13 -1.287 -2.267 -3.544
H10 -3.831 -2.577 -2.326
H11 -3.763 -1.419 -3.672
H12 -4.036 -0.819 -2.019
H13 -1.507 -3.335 -3.390
H14 -0.195 -2.141 -3.568
H15 -1.691 -1.982 -4.524
C14 -1.488 0.011 -2.375
C15 -2.138 1.113 -3.204
H16 -0.390 0.037 -2.544
H17 -1.815 0.446 -1.364
O1 -3.143 1.623 -2.714
N1 -1.421 1.558 -4.315
C16 -0.248 2.404 -3.997
H18 -2.044 2.040 -4.959
C17 1.031 1.876 -4.576
C18 2.208 2.597 -4.347
H19 2.143 3.560 -3.836
C19 3.435 2.071 -4.744
H20 4.354 2.616 -4.522
C20 3.481 0.844 -5.421
H21 4.442 0.424 -5.723
C21 2.295 0.155 -5.708
H22 2.312 -0.789 -6.257
C22 1.062 0.674 -5.285
H23 0.118 0.161 -5.491
H24 -0.137 2.483 -2.899
H25 -0.441 3.418 -4.382
C23 -0.216 1.739 5.020
C24 0.222 0.458 4.679
C25 0.141 0.022 3.333
C26 -0.396 0.871 2.390
C27 -0.835 2.141 2.692
C28 -0.735 2.584 4.035
H26 -0.148 2.078 6.056
H27 0.634 -0.212 5.435
H28 0.515 -0.973 3.078
H29 -1.244 2.804 1.923
H30 -1.066 3.592 4.297

Results
Kohn-Sham gap (spin up / spin down)	8.1383 / 7.2136	eV
multiplicity	8
expectation value of S²	16.096
relative energy (zero: lowest compared OMol25 entry of this formula, charge and spin)	84.1	kJ/mol
E_LUMO (spin up / spin down)	0.16 / -0.72	eV

Record 4
Density functional theory data (ωB97M-V/def2-TZVPD) for a structure of composition C28H30N2Na in a non-equilibrium geometry.

Geometry (Å):
C1 -5.647 3.761 3.667
N1 -5.650 2.314 3.660
C2 -6.961 1.730 3.853
C3 -4.582 1.603 3.195
C4 -4.530 0.186 3.332
C5 -3.492 -0.530 2.778
C6 -2.476 0.116 2.022
C7 -1.504 -0.658 1.319
C8 -0.721 -0.148 0.291
C9 0.289 -0.880 -0.351
C10 0.812 -0.460 -1.630
C11 1.173 -1.410 -2.624
C12 1.795 -1.017 -3.802
C13 1.961 0.371 -4.081
N2 2.558 0.807 -5.233
C14 2.475 2.196 -5.635
C15 3.494 0.023 -6.010
C16 1.484 1.320 -3.143
C17 0.958 0.912 -1.932
C18 -2.473 1.540 1.978
C19 -3.493 2.268 2.562
H1 -4.704 4.142 4.074
H2 -5.790 4.182 2.659
H3 -6.477 4.089 4.299
H4 -6.901 0.670 4.104
H5 -7.449 2.269 4.673
H6 -7.591 1.837 2.953
H7 -5.314 -0.334 3.878
H8 -3.456 -1.615 2.879
H9 -1.420 -1.719 1.577
H10 -0.940 0.869 -0.058
H11 0.378 -1.947 -0.112
H12 0.928 -2.468 -2.456
H13 2.058 -1.766 -4.555
H14 1.446 2.566 -5.540
H15 3.139 2.847 -5.042
H16 2.783 2.259 -6.683
H17 3.474 -1.034 -5.738
H18 3.235 0.130 -7.073
H19 4.525 0.401 -5.891
H20 1.568 2.385 -3.364
H21 0.663 1.663 -1.193
H22 -1.657 2.058 1.470
H23 -3.480 3.355 2.496
C20 1.891 -2.518 2.762
Na1 3.393 -2.389 -2.014
C21 1.386 -1.219 2.541
C22 2.046 -0.674 1.399
C23 3.106 -1.567 1.027
C24 2.918 -2.779 1.792
C25 3.680 -3.901 1.468
C26 4.662 -3.798 0.481
C27 5.009 -2.556 -0.078
C28 4.207 -1.425 0.171
H24 1.592 -3.226 3.538
H25 0.603 -0.728 3.115
H26 1.971 0.344 1.013
H27 3.472 -4.840 1.987
H28 5.217 -4.691 0.181
H29 5.905 -2.475 -0.706
H30 4.452 -0.443 -0.246

Results
Kohn-Sham gap	2.7552	eV
E_LUMO	1.46	eV
net charge	-1

Record 5
Density functional theory data (ωB97M-V/def2-TZVPD) for a cluster of 3 separate species, C28H30N2O8S in total in a non-equilibrium geometry.

Geometry (Å):
C1 2.875 -4.583 -0.594
C2 2.559 -3.237 -0.317
C3 2.080 -1.674 -0.098
C4 3.269 -0.686 0.475
C5 3.085 0.903 -0.010
C6 1.463 1.201 0.091
C7 0.775 0.969 1.597
C8 -0.866 1.203 1.758
N1 -1.641 1.038 3.047
C9 -0.874 0.508 4.056
S1 -0.166 -0.502 5.261
C10 -1.744 1.649 0.406
C11 -3.401 1.861 0.461
C12 -3.995 0.780 -0.668
C13 -3.261 -0.704 -0.871
C14 -3.749 -1.821 -1.990
C15 -5.042 -1.475 -2.990
C16 -5.442 -2.610 -4.104
C17 -5.763 -0.018 -2.774
C18 -5.269 1.110 -1.646
C19 -0.989 1.893 -1.028
C20 0.623 1.675 -1.235
C21 1.063 1.948 -2.791
O1 2.210 1.711 -3.435
N2 -0.254 2.518 -3.357
C22 -1.527 2.366 -2.503
O2 -2.744 2.639 -2.980
H1 2.954 -5.697 -1.011
H2 1.200 -1.707 0.708
H3 1.594 -1.319 -1.103
H4 3.129 -0.661 1.659
H5 4.300 -1.124 0.137
H6 3.345 0.924 -1.169
H7 3.721 1.652 0.626
H8 1.440 0.645 2.504
H9 -3.650 2.973 0.196
H10 -3.816 1.515 1.499
H11 -2.313 -1.009 -0.225
H12 -3.218 -2.881 -2.128
H13 -4.982 -3.673 -3.813
H14 -6.581 -2.673 -4.366
H15 -4.889 -2.315 -5.117
H16 -6.687 0.297 -3.430
H17 -5.790 2.174 -1.537
H18 -0.150 3.563 -3.434
C23 -1.828 5.212 -1.804
O3 -1.316 6.543 -1.798
C24 -0.283 6.740 -0.940
O4 0.213 5.897 -0.209
O5 0.102 8.038 -1.036
C25 1.189 8.392 -0.183
H19 -2.650 5.169 -2.525
H20 -1.056 4.503 -2.119
H21 -2.222 4.945 -0.818
H22 2.082 7.809 -0.434
H23 0.916 8.252 0.868
H24 1.413 9.450 -0.343
C26 3.534 -4.943 5.361
O6 3.479 -5.562 4.078
C27 4.218 -6.695 3.972
O7 4.894 -7.195 4.857
O8 4.075 -7.174 2.710
C28 4.803 -8.373 2.452
H25 2.907 -4.047 5.332
H26 3.139 -5.614 6.131
H27 4.558 -4.639 5.600
H28 4.459 -9.181 3.105
H29 5.878 -8.206 2.574
H30 4.615 -8.665 1.415

Results
Kohn-Sham gap	6.2398	eV
relative energy (zero: lowest compared OMol25 entry of this formula, charge and spin)	2277.4	kJ/mol
E_LUMO	-1.93	eV

Record 6
Density functional theory data (ωB97M-V/def2-TZVPD) for a structure of composition C28H30N3S4SiSn in a non-equilibrium geometry.

Geometry (Å):
Sn1 -1.549 0.017 0.977
S1 1.776 -0.720 3.378
C1 2.539 0.450 2.294
C2 3.886 0.196 2.055
C3 4.731 1.189 1.584
C4 4.229 2.463 1.376
C5 2.877 2.715 1.564
C6 2.018 1.700 1.975
S2 0.264 1.986 2.190
C7 -0.043 3.322 0.998
C8 -1.317 3.275 0.191
C9 -1.459 4.285 -0.757
C10 -2.577 4.310 -1.559
C11 -3.560 3.351 -1.363
C12 -3.370 2.394 -0.391
C13 -4.419 1.351 -0.146
S3 -3.827 -0.327 -0.556
C14 -3.184 -0.074 -2.192
C15 -4.107 -0.081 -3.239
C16 -3.691 0.099 -4.544
C17 -2.337 0.273 -4.803
C18 -1.418 0.271 -3.771
C19 -1.818 0.099 -2.440
S4 -0.499 0.092 -1.253
N1 -2.249 2.334 0.357
H1 4.255 -0.801 2.255
H2 5.775 0.971 1.406
H3 4.882 3.272 1.076
H4 2.514 3.722 1.425
H5 0.793 3.336 0.302
H6 -0.038 4.261 1.555
H7 -0.680 5.028 -0.865
H8 -2.687 5.064 -2.326
H9 -4.461 3.340 -1.960
H10 -5.309 1.551 -0.739
H11 -4.698 1.312 0.909
H12 -5.156 -0.233 -3.016
H13 -4.412 0.088 -5.349
H14 -1.992 0.404 -5.820
H15 -0.364 0.396 -3.980
C20 -0.948 -0.747 4.468
C21 -0.755 -1.528 3.205
C22 -1.733 -2.320 2.706
C23 -1.519 -3.038 1.496
C24 -0.349 -2.947 0.827
C25 0.764 -2.157 1.329
N2 0.447 -1.409 2.518
N3 1.925 -2.027 0.842
Si1 2.770 -2.756 -0.492
C26 1.712 -3.522 -1.836
C27 3.804 -1.394 -1.246
C28 3.862 -4.090 0.219
H16 -0.321 -1.127 5.276
H17 -1.988 -0.821 4.774
H18 -0.687 0.303 4.328
H19 -2.665 -2.409 3.243
H20 -2.307 -3.676 1.114
H21 -0.167 -3.520 -0.070
H22 0.883 -2.873 -2.129
H23 1.303 -4.488 -1.531
H24 2.324 -3.697 -2.725
H25 3.207 -0.795 -1.937
H26 4.653 -1.800 -1.799
H27 4.189 -0.728 -0.471
H28 3.273 -4.948 0.551
H29 4.433 -3.723 1.074
H30 4.572 -4.445 -0.533

Results
Kohn-Sham gap	7.5439	eV
relative energy (zero: lowest compared OMol25 entry of this formula, charge and spin)	243.9	kJ/mol
E_LUMO	-2.78	eV
net charge	+1

Record 7
Density functional theory data (ωB97M-V/def2-TZVPD) for a structure of composition C28H30N9O2S2Tl in a non-equilibrium geometry.

Geometry (Å):
Tl1 0.356 1.605 -0.774
C1 -0.091 1.617 2.598
N1 0.799 1.295 1.511
C2 2.155 1.466 1.711
C3 3.061 1.325 0.617
C4 4.463 1.417 0.558
C5 4.824 1.238 -0.805
C6 3.647 1.054 -1.511
N2 2.574 1.085 -0.653
C7 0.434 1.265 3.975
C8 0.878 -0.020 4.254
C9 1.280 -0.384 5.530
C10 1.251 0.547 6.566
C11 0.835 1.840 6.297
C12 0.437 2.194 5.010
H1 -1.031 1.082 2.442
H2 -0.362 2.690 2.608
H3 2.555 1.726 2.687
H4 5.120 1.609 1.397
H5 5.821 1.259 -1.226
H6 3.511 0.887 -2.572
H7 0.925 -0.727 3.441
H8 1.619 -1.398 5.723
H9 1.556 0.268 7.569
H10 0.821 2.579 7.091
H11 0.122 3.210 4.800
O1 -3.510 0.962 -4.746
C13 -2.398 0.968 -5.499
C14 -2.524 0.850 -6.884
C15 -1.405 0.848 -7.701
C16 -0.137 0.962 -7.139
C17 -0.012 1.078 -5.760
C18 -1.123 1.086 -4.919
C19 -0.930 1.228 -3.453
O2 0.279 1.229 -3.001
N3 -2.026 1.333 -2.747
N4 -1.865 1.498 -1.397
C20 -3.008 1.529 -0.680
S1 -4.620 1.445 -1.406
C21 -5.271 0.910 0.201
C22 -4.729 1.826 1.298
S2 -3.068 2.451 0.845
H12 -3.194 1.107 -3.803
H13 -3.524 0.756 -7.294
H14 -1.524 0.764 -8.776
H15 0.746 0.958 -7.767
H16 0.957 1.169 -5.286
H17 -4.945 -0.117 0.355
H18 -6.362 0.946 0.152
H19 -4.653 1.308 2.257
H20 -5.358 2.707 1.420
N5 0.690 4.987 -0.708
C23 0.578 3.835 -0.729
C24 1.382 -3.762 2.482
C25 1.102 -4.699 1.316
C26 -0.389 -5.020 1.230
C27 1.635 -4.128 0.000
N6 0.976 -2.908 -0.444
C28 1.166 -1.638 -0.104
N7 0.274 -0.925 -0.727
N8 -0.509 -1.785 -1.414
N9 -0.096 -2.981 -1.248
H21 1.095 -4.224 3.429
H22 0.797 -2.850 2.373
H23 2.438 -3.485 2.541
H24 1.654 -5.631 1.468
H25 -0.969 -4.119 1.018
H26 -0.743 -5.433 2.177
H27 -0.599 -5.741 0.435
H28 1.490 -4.855 -0.796
H29 2.699 -3.918 0.086
H30 1.976 -1.243 0.503

Results
Kohn-Sham gap (spin up / spin down)	3.1625 / 3.3647	eV
relative energy (zero: lowest compared OMol25 entry of this formula, charge and spin)	325.1	kJ/mol
E_LUMO (spin up / spin down)	3.94 / 3.94	eV
net charge	-2